8
Properties=species:S:1:pos:R:3 method="wB97M-V/def2-TZVPD" homo_lumo_gap_ha="0.272 / 0.258" total_charge=+1
I 0.07 -3.09 -0.36
I 0.38 1.45 2.14
N 0.83 -1.42 0.22
N -0.55 1.33 0.28
C -0.37 0.44 -0.57
H -0.83 0.32 -1.54
H -1.19 2.13 0.15
H 1.67 -1.17 -0.31